1.
Here is C23H17Br2Cl2O2Zn as an isolated structure in a non-equilibrium geometry from the OMol25 dataset. Energies are from ωB97M-V with the def2-TZVPD basis set.

Total charge ... -1
Strongest force on any atom ... 1.7 eV/A
HOMO energy ... -3.534 eV
Energy ... -241773.0301 eV

The geometry in XYZ format:
```
47
Properties=species:S:1:pos:R:3:forces:R:3:mulliken_charge:R:1
C -5.289 3.614 0.960 0.32 -0.64 -0.36 -0.8497
O -4.938 2.436 0.217 -0.43 0.63 0.12 -0.4291
C -3.646 2.015 0.187 1.03 -0.38 0.10 0.7198
C -2.595 2.565 0.967 -0.86 -0.52 -0.48 -0.6675
C -1.353 1.925 0.970 0.00 0.06 -0.45 -0.2956
C -1.064 0.876 0.070 0.08 -0.37 0.24 -0.5006
C 0.304 0.157 0.044 0.17 1.18 1.13 0.9593
C 1.486 1.132 0.137 0.12 0.27 -0.10 -0.2591
C 2.765 0.636 0.481 -0.32 0.09 -0.20 -0.4169
C 3.878 1.442 0.488 -1.09 1.21 -0.06 -0.0526
Br 5.604 0.690 0.748 -0.11 0.00 0.17 -0.3024
C 3.762 2.910 0.354 -0.27 0.18 -0.29 0.5104
O 4.709 3.689 0.512 0.42 0.08 0.07 -0.8213
C 2.411 3.383 -0.020 0.64 -1.47 0.31 -0.4972
Br 2.102 5.253 -0.222 0.20 -0.27 -0.04 -0.2545
C 1.357 2.502 -0.165 0.03 -0.09 -0.04 -0.2887
C -2.093 0.424 -0.764 0.09 0.42 0.00 -0.5271
C -3.377 0.929 -0.676 -0.29 0.83 0.52 -1.0527
H -6.350 3.751 0.752 0.13 0.11 0.11 0.2369
H -5.131 3.460 2.035 0.01 0.08 -0.17 0.3312
H -4.719 4.486 0.610 -0.10 -0.15 0.10 0.3447
H -2.768 3.480 1.545 0.15 -0.57 -0.05 0.3530
H -0.587 2.334 1.634 -0.12 -0.31 -0.34 0.5234
H 0.345 -0.433 0.979 -0.05 0.00 -0.31 0.5440
H 2.897 -0.429 0.675 -0.14 0.18 0.03 0.3045
H 0.399 2.896 -0.521 0.36 -0.16 0.24 0.5550
H -1.901 -0.326 -1.530 -0.07 0.24 0.34 0.8872
H -4.184 0.507 -1.275 0.14 0.22 0.10 0.3762
Cl 6.669 -3.634 1.405 -0.21 0.06 0.30 -0.2708
Zn 5.003 -2.899 2.488 -0.30 0.30 -0.33 0.4881
Cl 3.138 -2.362 3.354 0.50 -0.17 -0.10 -0.2652
C 2.064 -2.510 -1.580 0.32 1.10 0.37 -1.1919
C 1.876 -1.161 -1.559 -0.10 -1.01 -0.39 -0.8572
C 0.444 -0.809 -1.116 0.44 -1.39 -0.90 0.4751
C -0.125 -2.225 -0.839 -0.04 0.29 -0.84 -0.0315
C 0.877 -3.190 -1.087 -0.75 0.09 0.36 0.3656
C 0.629 -4.550 -0.881 0.11 0.38 0.12 -0.8221
C -0.658 -4.956 -0.519 -0.09 0.29 -0.09 -0.4681
C -1.693 -4.013 -0.433 0.50 -0.01 0.15 -0.8758
C -1.422 -2.641 -0.564 -0.08 -0.44 -0.04 -0.1319
H 2.958 -3.066 -1.854 -0.08 0.37 -0.11 0.4664
H 2.573 -0.402 -1.938 -0.34 -0.45 0.39 0.6089
H -0.001 -0.357 -2.026 -0.01 -0.22 0.34 0.5109
H 1.463 -5.248 -0.978 -0.35 -0.02 -0.04 0.3859
H -0.856 -6.006 -0.312 -0.02 0.19 -0.16 0.3711
H -2.715 -4.337 -0.247 0.21 0.02 0.06 0.3775
H -2.248 -1.938 -0.502 0.24 -0.23 0.21 0.4345
```
Positions in Å, forces in eV/Å.

2.
Here is one molecule with the formula C18H18N2O2 in a non-equilibrium geometry from the OMol25 dataset. Energies are from ωB97M-V with the def2-TZVPD basis set.

Strongest force on any atom ... 16.3 eV/A
SMILES ... COc1cccc(NC(=O)Cc2cn(C)c3ccccc23)c1
HOMO energy ... -7.451 eV
Energy ... -26017.6386 eV

The geometry in XYZ format:
```
40
Properties=species:S:1:pos:R:3:forces:R:3:mulliken_charge:R:1
C -6.220 -0.356 0.522 2.73 2.22 -0.74 -0.9520
H -7.172 -0.149 0.276 -3.32 1.15 -1.01 0.3423
O -5.409 0.663 -0.378 -6.20 -2.62 3.09 -0.3905
C -4.153 0.504 -0.378 3.04 -0.42 -1.30 0.6939
C -3.416 -0.540 0.222 -6.37 -0.25 4.22 -0.4725
C -2.103 -0.410 0.354 3.88 -2.25 -0.81 0.4820
C -1.512 0.515 -0.311 3.67 8.70 -7.67 0.0825
C -2.219 1.554 -1.327 -2.06 -1.55 3.74 -0.7298
C -3.627 1.511 -1.249 8.62 -5.79 3.91 -1.1177
H -4.144 2.131 -1.723 -4.88 5.00 -3.75 0.7224
H -1.770 2.481 -1.792 0.15 -1.73 0.45 0.2867
H -0.454 0.821 -0.601 -0.87 -1.65 1.74 0.1193
N -1.317 -1.430 0.967 -8.18 5.91 -0.71 0.0200
C -0.181 -1.882 0.877 3.09 -3.05 -3.22 0.2602
O 0.200 -2.739 1.567 2.81 -3.78 5.83 -0.6617
C 0.368 -1.878 -0.399 1.94 7.91 -4.38 -1.0805
C 1.763 -1.239 -0.441 -2.48 5.55 1.77 0.5724
C 2.740 -1.344 -1.260 6.15 -1.87 -5.40 -0.4821
N 3.902 -0.312 -1.148 -10.00 -3.13 4.69 0.3137
C 3.393 0.427 0.075 2.89 -3.74 -8.31 -0.1684
C 4.070 1.405 0.493 -2.11 6.79 9.02 -0.5202
C 3.380 2.149 1.787 9.87 1.29 -6.88 -0.4794
C 2.215 1.794 2.113 -3.47 -5.92 -4.13 -1.0789
C 1.464 0.713 1.616 12.96 2.54 -9.61 -0.6072
C 2.116 0.166 0.125 -7.85 -2.68 8.89 0.3350
H 0.632 0.406 1.788 -9.83 -3.15 2.74 0.8103
H 1.784 2.017 2.887 -4.09 3.85 8.53 0.5992
H 4.046 3.020 2.109 -1.49 -1.40 0.15 0.2896
H 5.028 1.655 0.372 3.48 0.72 -1.03 0.5443
C 5.087 -0.399 -1.702 2.62 3.13 -5.19 -1.0457
H 5.084 -1.009 -2.602 0.16 -1.05 0.52 0.3532
H 5.163 0.597 -2.360 0.97 -1.11 1.46 0.3146
H 5.912 -0.501 -1.062 1.44 -0.40 0.72 0.3274
H 2.846 -2.145 -2.148 0.01 1.84 2.18 0.1562
H -0.297 -1.470 -1.231 0.82 0.14 1.22 0.4810
H 0.707 -2.662 -0.816 1.06 -7.26 -1.79 0.6076
H -1.770 -1.518 1.770 -1.79 -1.80 4.85 0.2623
H -3.904 -1.090 1.269 0.87 1.15 -3.55 0.0827
H -6.082 -1.342 0.144 0.95 -0.80 0.31 0.3762
H -6.151 -0.113 1.596 0.80 -0.48 -0.56 0.3517
```
Positions in Å, forces in eV/Å.

3.
Here is a 12-piece molecular cluster, C34H82N10O12S2 overall in a non-equilibrium geometry from the OMol25 dataset. Energies are from ωB97M-V with the def2-TZVPD basis set.

Strongest force on any atom ... 1.4 eV/A
HOMO energy ... -8.916 eV
Energy ... -97733.9596 eV

The geometry in XYZ format:
```
140
Properties=species:S:1:pos:R:3:forces:R:3:mulliken_charge:R:1
C -2.324 1.256 -5.188 -0.11 0.28 0.44 -0.1671
C -3.615 0.558 -5.545 -0.31 0.69 0.08 0.2472
O -4.098 0.698 -6.655 0.00 -0.35 -0.21 -0.6907
N -4.296 -0.065 -4.550 -0.01 -0.37 0.07 -0.0220
C -3.807 -0.331 -3.228 0.69 -0.11 1.09 -0.6991
H -2.509 1.974 -4.380 -0.07 -0.02 -0.07 0.3002
H -2.038 1.813 -6.073 0.27 -0.10 -0.02 0.3184
H -1.522 0.624 -4.811 -0.04 -0.20 -0.25 -0.2412
H -5.137 -0.543 -4.829 -0.03 0.13 -0.17 0.2665
H -3.899 0.495 -2.514 -0.18 0.17 -0.39 0.1815
H -2.747 -0.604 -3.206 -0.07 -0.11 -0.24 0.0011
H -4.329 -1.156 -2.746 -0.09 -0.12 -0.32 0.5306
C 0.780 -5.440 2.818 0.45 -0.32 0.12 -1.0167
C 1.430 -5.374 1.456 -0.33 -0.02 0.06 0.5488
O 1.128 -4.494 0.656 0.11 0.08 0.19 -0.6566
N 2.302 -6.355 1.162 -0.11 -0.30 -0.02 -0.1862
C 3.010 -6.436 -0.098 0.09 0.58 -0.40 -0.7957
H -0.190 -5.925 2.710 -0.12 0.20 0.06 0.2406
H 0.684 -4.441 3.233 -0.25 0.07 -0.16 0.0608
H 1.367 -6.023 3.530 -0.02 -0.06 -0.09 0.4609
H 2.397 -7.108 1.822 0.13 0.07 0.06 0.2224
H 3.157 -7.454 -0.447 0.01 -0.14 0.32 0.3847
H 3.971 -5.922 -0.016 0.08 -0.21 -0.05 0.2859
H 2.450 -5.916 -0.875 -0.13 0.01 0.14 0.1819
C 0.035 2.449 4.341 -0.13 -0.40 -0.48 -0.2754
C -1.441 2.161 4.560 -0.17 0.45 0.32 0.7433
O -1.957 2.309 5.658 0.07 -0.09 -0.13 -0.7358
N -2.137 1.842 3.445 0.21 0.19 0.00 0.5198
C -3.572 1.723 3.424 -0.48 -0.13 0.32 -1.0675
H 0.633 1.949 5.101 0.00 0.10 0.09 0.2734
H 0.194 3.526 4.394 0.02 0.01 0.17 0.3678
H 0.350 2.113 3.348 0.07 0.01 0.07 -0.3205
H -1.628 1.687 2.579 -0.14 0.03 0.21 -0.0563
H -4.041 2.165 4.302 0.43 0.17 0.12 0.4174
H -3.881 0.675 3.453 -0.10 0.05 -0.26 0.2417
H -3.998 2.230 2.559 0.06 -0.25 -0.17 0.3024
C 0.808 3.772 -5.812 0.76 -0.14 -0.27 -1.3523
C 0.960 2.568 -4.911 0.24 0.48 0.19 0.5210
O 0.812 2.680 -3.701 -0.18 -0.49 0.11 -0.4202
N 1.296 1.411 -5.515 0.09 -0.27 -0.11 -0.0348
C 1.465 0.148 -4.802 -0.51 0.62 0.01 -0.0159
H -0.241 3.928 -6.048 -0.01 0.18 0.01 0.2615
H 1.400 3.673 -6.726 -0.33 -0.20 -0.13 0.4459
H 1.254 4.628 -5.311 -0.42 0.09 0.24 0.3246
H 1.482 1.441 -6.500 -0.07 -0.06 -0.02 0.2267
H 2.136 0.276 -3.958 0.17 -0.15 -0.10 -0.1478
H 1.821 -0.604 -5.496 0.17 -0.06 0.08 0.4622
H 0.499 -0.170 -4.401 0.06 -0.12 0.02 -0.2887
C 0.927 -1.373 4.894 -0.72 -0.12 -0.27 0.0042
C 1.239 -1.138 6.357 -0.29 0.65 0.21 0.5068
O 0.470 -1.522 7.226 0.37 -0.35 -0.02 -0.6994
N 2.346 -0.395 6.585 -0.35 -0.14 -0.43 0.1158
C 2.798 -0.058 7.901 0.21 -0.34 1.01 -1.1076
H 1.292 -2.335 4.531 0.37 0.12 0.07 0.0707
H 1.251 -0.551 4.253 0.26 -0.10 0.04 -0.4028
H -0.160 -1.440 4.805 0.02 0.11 0.10 0.3218
H 2.819 0.017 5.782 0.05 -0.13 0.26 0.2714
H 2.021 -0.201 8.653 -0.30 0.01 -0.34 0.3978
H 3.129 0.975 7.988 0.09 0.01 -0.29 0.3139
H 3.603 -0.728 8.227 0.14 0.22 -0.14 0.3272
C -2.507 -4.707 0.257 -0.91 -0.53 -0.12 -1.0808
C -2.899 -3.265 0.038 0.45 -0.02 -0.02 0.6050
O -2.704 -2.733 -1.044 0.10 0.51 -0.05 -0.5498
N -3.439 -2.643 1.108 0.27 -0.26 -0.25 -0.0763
C -3.635 -1.213 1.281 -0.99 -0.31 0.21 -0.2612
H -3.317 -5.308 -0.176 0.09 -0.04 0.10 0.3807
H -2.422 -4.984 1.307 0.12 0.05 -0.01 0.3188
H -1.617 -4.985 -0.297 0.19 0.32 0.06 0.1351
H -3.681 -3.239 1.880 0.13 0.13 0.15 0.2418
H -4.692 -0.947 1.181 0.04 0.04 -0.01 0.4035
H -3.098 -0.608 0.559 0.41 -0.26 0.04 -0.4779
H -3.348 -1.008 2.308 0.23 0.44 -0.12 0.2827
C -0.342 4.171 -0.909 -0.77 -0.62 0.54 -0.0890
C -1.348 4.916 -0.057 0.39 0.85 -0.61 0.5746
O -2.113 5.740 -0.537 -0.29 -0.20 0.11 -0.7042
N -1.330 4.627 1.259 0.06 -0.10 0.41 0.0492
C -2.203 5.274 2.226 0.36 -0.18 -0.09 -0.9182
H -0.867 3.240 -1.156 0.33 -0.10 -0.06 -0.5289
H 0.539 3.931 -0.315 0.18 -0.05 -0.30 0.2071
H -0.125 4.662 -1.848 0.13 0.26 0.10 0.4308
H -0.582 4.059 1.617 -0.10 -0.17 -0.08 0.1023
H -1.912 4.902 3.206 -0.16 0.03 0.07 0.2799
H -3.244 5.017 2.040 -0.06 0.10 0.00 0.2367
H -2.072 6.355 2.204 -0.14 0.03 -0.06 0.3437
C 3.658 -2.729 -0.937 0.14 -0.20 0.40 -0.7154
C 2.643 -2.663 -2.050 -0.09 0.47 0.04 0.9915
O 2.932 -2.147 -3.130 0.04 0.00 -0.05 -0.7851
N 1.410 -3.115 -1.764 -0.02 -0.12 0.03 0.3971
C 0.324 -3.076 -2.712 -0.63 0.35 -0.25 -1.0004
H 4.310 -1.859 -0.982 0.02 0.00 -0.16 0.2358
H 4.281 -3.618 -1.050 0.00 0.03 -0.09 0.2678
H 3.212 -2.773 0.060 -0.13 -0.09 -0.10 0.0895
H 1.236 -3.594 -0.882 0.28 0.10 -0.17 0.1133
H 0.608 -2.544 -3.617 0.35 -0.24 -0.03 0.2467
H -0.529 -2.518 -2.314 0.01 -0.22 0.23 0.2595
H -0.032 -4.075 -2.961 0.09 -0.03 -0.07 0.3695
C -3.813 2.269 -0.483 -0.44 -0.77 -0.45 0.8589
C -5.292 1.919 -0.520 0.06 1.30 0.45 0.1376
O -5.891 1.648 0.508 0.03 -0.68 -0.15 -0.6578
N -5.943 2.114 -1.695 -0.25 -0.29 -0.09 -0.0834
C -7.386 1.955 -1.759 0.01 -0.06 -0.14 -0.9891
H -3.374 2.303 -1.482 0.02 0.38 0.04 0.0860
H -3.302 1.467 0.047 0.12 0.25 0.27 -0.7934
H -3.730 3.215 0.045 0.29 0.03 -0.02 0.1251
H -5.519 2.672 -2.414 0.26 -0.16 0.02 0.2968
H -7.888 2.545 -0.993 -0.01 0.07 -0.05 0.3055
H -7.680 0.915 -1.622 0.12 -0.02 0.10 0.2763
H -7.707 2.251 -2.756 -0.09 0.12 0.07 0.3601
C 3.266 1.194 -1.561 -0.72 0.01 -0.37 0.5214
C 4.626 1.196 -2.215 0.65 0.02 0.96 0.0825
O 5.341 2.182 -2.137 -0.07 -0.05 -0.28 -0.6960
N 5.053 -0.002 -2.713 -0.42 0.42 -0.50 0.0130
C 6.283 -0.091 -3.485 -0.29 -0.36 -0.42 -1.1931
H 2.892 0.205 -1.287 0.26 -0.07 -0.02 -0.4996
H 2.516 1.623 -2.236 0.12 0.09 -0.01 -0.0856
H 3.278 1.837 -0.685 0.16 0.03 0.02 0.5497
H 4.311 -0.625 -3.016 0.02 -0.29 0.26 0.0939
H 6.044 -0.516 -4.463 0.08 -0.03 0.04 0.3272
H 6.987 -0.767 -3.001 0.17 0.17 0.05 0.3066
H 6.718 0.888 -3.658 0.05 0.08 0.30 0.4065
C 0.398 -1.166 1.076 -0.97 -0.04 -0.17 0.7693
S 0.371 0.523 0.468 0.35 -0.19 -0.09 0.1953
O -0.844 1.148 1.069 -0.13 0.12 -0.15 -0.5018
C -0.064 0.129 -1.222 -0.22 0.32 -0.16 1.0961
H 0.566 -1.168 2.150 0.34 0.02 -0.05 -0.4202
H 1.078 -1.779 0.490 0.24 0.02 0.22 -0.0958
H -0.621 -1.543 0.928 0.07 -0.04 -0.11 -0.3682
H -1.047 -0.349 -1.225 0.07 -0.14 0.06 -0.1180
H 0.697 -0.501 -1.680 0.00 -0.05 0.06 -0.8665
H -0.118 1.076 -1.763 0.09 -0.03 -0.02 -0.0270
C 3.482 0.106 2.104 0.19 -0.01 0.01 0.0780
S 3.502 1.501 3.242 0.78 -0.47 0.05 0.7329
O 3.809 0.875 4.569 -0.14 0.20 -0.08 -0.9061
C 5.090 2.160 2.694 -0.14 0.37 -0.29 -1.2091
H 2.630 -0.513 2.367 -0.15 0.10 -0.17 -0.3978
H 4.380 -0.494 2.255 0.10 0.17 0.13 0.7230
H 3.451 0.472 1.080 -0.21 -0.08 -0.04 -0.2312
H 5.769 1.357 2.418 -0.01 -0.08 0.11 0.3389
H 5.501 2.737 3.519 -0.09 -0.03 0.08 0.4184
H 4.938 2.828 1.843 -0.02 -0.08 -0.02 0.3964
```
Positions in Å, forces in eV/Å.

Which of these has the lowest energy?
C23H17Br2Cl2O2Zn